(1)
Computed, not measured: a structure of composition C22H27N11O4Tl, with the ωB97M-V functional and the def2-TZVPD basis.

```
65
C22H27N11O4Tl the ωB97M-V functional and the def2-TZVPD basis
Tl -2.41 -1.30 -0.78
O -3.43 3.86 -1.19
C -3.34 2.55 -0.85
O -2.93 1.74 -1.63
C -3.80 2.23 0.57
C -3.82 3.28 1.46
C -4.10 3.06 2.79
C -4.18 1.74 3.19
C -4.11 0.73 2.28
N -3.91 0.97 0.96
C -4.28 -0.73 2.67
O -3.67 -1.01 3.86
O -4.90 -1.51 2.02
H -3.25 3.96 -2.14
H -3.81 4.30 1.11
H -4.32 3.77 3.57
H -4.43 1.48 4.23
H -2.72 -0.83 3.73
C 1.74 1.66 -2.84
N 0.99 0.83 -3.77
C 0.80 1.32 -5.16
C 0.17 -0.12 -3.26
N -0.15 -0.24 -2.03
N -0.01 -1.13 -4.14
C -0.95 -2.15 -4.08
N -0.58 -3.12 -5.00
N -2.05 -2.03 -3.43
H 2.56 2.05 -3.43
H 2.14 1.03 -2.07
H 1.16 2.53 -2.46
H 1.78 1.56 -5.48
H 0.15 2.21 -5.15
H 0.39 0.56 -5.80
H 0.08 0.61 -1.55
H 0.54 -1.13 -5.00
H 0.36 -3.43 -4.90
H -1.24 -3.85 -5.14
H -2.53 -2.93 -3.52
C -0.47 1.81 2.45
C -0.21 0.33 2.53
N -1.14 -0.62 2.45
C -0.53 -1.81 2.79
C 0.75 -1.59 3.15
N 0.97 -0.24 2.93
C 2.30 0.42 2.95
N 3.10 0.08 1.81
N 2.54 0.43 0.61
N 3.08 -0.26 -0.37
C 3.95 -1.21 0.16
C 4.60 -2.30 -0.40
C 5.17 -3.19 0.52
C 5.18 -2.91 1.88
C 4.60 -1.81 2.43
C 3.92 -1.01 1.55
H -1.48 1.96 2.00
H 0.23 2.25 1.76
H -0.34 2.31 3.42
H -1.10 -2.70 2.82
H 1.59 -2.35 3.42
H 2.81 0.12 3.84
H 2.16 1.52 2.98
H 4.67 -2.43 -1.50
H 5.55 -4.16 0.14
H 5.58 -3.62 2.58
H 4.62 -1.52 3.49
```

Properties
* relative energy (zero: lowest compared OMol25 entry of this formula, charge and spin): 20.4 kcal/mol
* E: -1930.146671 hartree
* spin multiplicity: 1
* HOMO level: -11.3843 eV
* total charge: +1
* E_LUMO: -2.3953 eV
* F_max: 2.78 eV/A

Here are the natural (NBO) charges for atoms 1 to 8, given in e: Tl 0.8966; O -0.6786; C 0.7759; O -0.5857; C 0.0673; C -0.2129; C -0.1617; C -0.2018

***

(2)
Computed, not measured: a structure of composition C22H27N2O2Ru, with the ωB97M-V functional and the def2-TZVPD basis.

```
54
C22H27N2O2Ru the ωB97M-V functional and the def2-TZVPD basis
Ru 0.15 -0.09 -0.67
C 0.35 -4.08 0.74
C 0.78 -2.65 0.64
O -0.10 -1.87 0.05
C 1.97 -2.22 1.13
C 2.37 -0.86 1.22
C 3.58 -0.50 2.03
N 1.66 0.09 0.66
N 2.00 1.39 0.97
C 1.09 2.20 0.57
O -0.01 1.75 -0.03
C 1.21 3.65 0.77
C 2.40 4.20 1.23
C 2.51 5.57 1.40
C 1.43 6.40 1.12
C 0.24 5.86 0.66
C 0.13 4.48 0.48
H -0.72 -4.17 0.55
H 0.57 -4.48 1.74
H 0.89 -4.69 0.02
H 2.61 -2.95 1.60
H 4.11 -1.40 2.34
H 3.29 0.07 2.91
H 4.25 0.13 1.45
H 3.23 3.55 1.46
H 3.44 5.99 1.76
H 1.52 7.47 1.25
H -0.60 6.50 0.45
H -0.81 4.06 0.15
C -1.17 -0.47 -2.48
C -0.79 0.89 -2.48
C 0.66 0.96 -2.52
C 1.16 -0.38 -2.55
C 0.02 -1.25 -2.52
C 0.06 -2.73 -2.64
C 2.60 -0.76 -2.66
C 1.48 2.20 -2.58
C -1.68 2.08 -2.46
C -2.55 -1.05 -2.49
H -0.06 -3.00 -3.69
H -0.74 -3.19 -2.08
H 1.01 -3.14 -2.29
H 2.95 -0.59 -3.68
H 2.75 -1.81 -2.41
H 3.22 -0.15 -1.99
H 1.79 2.37 -3.61
H 2.38 2.11 -1.97
H 0.92 3.07 -2.23
H -1.44 2.74 -3.30
H -1.53 2.65 -1.54
H -2.73 1.80 -2.54
H -2.76 -1.50 -3.46
H -3.30 -0.29 -2.29
H -2.65 -1.82 -1.73
```

Properties
* E: -1209.214833 hartree
* spin multiplicity: 1
* HOMO level: -11.1136 eV
* total charge: +1
* E_LUMO: -4.2107 eV
* F_max: 0.82 eV/A

Here are the Mulliken charges for atoms 1 to 8, given in e: Ru 0.3921; C -1.4473; C 1.0232; O -0.6776; C -1.5201; C 1.4465; C -1.3733; N 0.4568

***

(3)
Computed, not measured: a structure of composition C22H27N3O2PPd, with the ωB97M-V functional and the def2-TZVPD basis.

```
56
C22H27N3O2PPd the ωB97M-V functional and the def2-TZVPD basis
Pd 0.57 -0.27 -1.09
O -2.06 2.41 0.98
C -1.04 1.74 1.25
O -0.96 0.48 1.25
C 0.23 2.53 1.59
P 1.64 2.68 0.37
C 2.82 1.44 0.85
C 4.16 1.73 0.75
C 5.18 0.84 1.12
C 4.79 -0.35 1.77
C 3.48 -0.71 1.92
C 2.37 0.05 1.23
C 0.93 1.94 -1.20
C -0.34 2.33 -1.70
C -0.67 2.12 -3.02
C 0.23 1.50 -3.91
C 1.45 1.09 -3.45
C 1.81 1.29 -2.10
H 0.70 2.08 2.47
H -0.06 3.55 1.84
H 4.43 2.73 0.40
H 6.22 1.13 1.05
H 5.55 -0.97 2.21
H 3.22 -1.59 2.49
H 1.45 0.07 1.81
H -1.04 2.81 -1.04
H -1.64 2.45 -3.39
H -0.05 1.35 -4.95
H 2.16 0.60 -4.11
H 2.83 1.11 -1.77
C 2.15 -0.89 0.03
H 1.92 -1.91 0.34
H 3.00 -0.88 -0.66
C -4.09 -0.02 0.34
C -3.49 0.37 -1.00
N -2.52 -0.65 -1.44
C -1.95 -1.54 -0.58
N -0.72 -1.96 -0.77
C -0.38 -3.08 0.09
C -0.64 -2.67 1.54
C -2.14 -2.39 1.69
N -2.75 -2.05 0.39
C -4.11 -1.54 0.45
H -5.09 0.40 0.43
H -3.46 0.40 1.13
H -2.99 1.33 -0.89
H -4.26 0.43 -1.77
H -1.88 -0.35 -2.17
H 0.66 -3.36 -0.07
H -1.00 -3.95 -0.16
H -0.08 -1.76 1.74
H -0.34 -3.45 2.25
H -2.29 -1.55 2.38
H -2.67 -3.26 2.07
H -4.55 -1.87 1.39
H -4.69 -1.98 -0.37
```

Properties
* relative energy (zero: lowest compared OMol25 entry of this formula, charge and spin): 0.1 kcal/mol
* E: -1638.516224 hartree
* spin multiplicity: 1
* HOMO level (spin up / spin down): -2.4068 / -2.4105 eV
* total charge: -1
* E_LUMO (spin up / spin down): 2.7462 / 2.7494 eV
* F_max: 0.22 eV/A

Here are the natural (NBO) charges for atoms 1 to 8, given in e: Pd 0.5689; O -0.7889; C 0.7839; O -0.8269; C -0.8314; P 0.8271; C -0.5108; C -0.0954

***

Please write out number 2 again, unchanged.
Computed, not measured: a structure of composition C22H27N2O2Ru, with the ωB97M-V functional and the def2-TZVPD basis.

```
54
C22H27N2O2Ru the ωB97M-V functional and the def2-TZVPD basis
Ru 0.15 -0.09 -0.67
C 0.35 -4.08 0.74
C 0.78 -2.65 0.64
O -0.10 -1.87 0.05
C 1.97 -2.22 1.13
C 2.37 -0.86 1.22
C 3.58 -0.50 2.03
N 1.66 0.09 0.66
N 2.00 1.39 0.97
C 1.09 2.20 0.57
O -0.01 1.75 -0.03
C 1.21 3.65 0.77
C 2.40 4.20 1.23
C 2.51 5.57 1.40
C 1.43 6.40 1.12
C 0.24 5.86 0.66
C 0.13 4.48 0.48
H -0.72 -4.17 0.55
H 0.57 -4.48 1.74
H 0.89 -4.69 0.02
H 2.61 -2.95 1.60
H 4.11 -1.40 2.34
H 3.29 0.07 2.91
H 4.25 0.13 1.45
H 3.23 3.55 1.46
H 3.44 5.99 1.76
H 1.52 7.47 1.25
H -0.60 6.50 0.45
H -0.81 4.06 0.15
C -1.17 -0.47 -2.48
C -0.79 0.89 -2.48
C 0.66 0.96 -2.52
C 1.16 -0.38 -2.55
C 0.02 -1.25 -2.52
C 0.06 -2.73 -2.64
C 2.60 -0.76 -2.66
C 1.48 2.20 -2.58
C -1.68 2.08 -2.46
C -2.55 -1.05 -2.49
H -0.06 -3.00 -3.69
H -0.74 -3.19 -2.08
H 1.01 -3.14 -2.29
H 2.95 -0.59 -3.68
H 2.75 -1.81 -2.41
H 3.22 -0.15 -1.99
H 1.79 2.37 -3.61
H 2.38 2.11 -1.97
H 0.92 3.07 -2.23
H -1.44 2.74 -3.30
H -1.53 2.65 -1.54
H -2.73 1.80 -2.54
H -2.76 -1.50 -3.46
H -3.30 -0.29 -2.29
H -2.65 -1.82 -1.73
```

Properties
* E: -1209.214833 hartree
* spin multiplicity: 1
* HOMO level: -11.1136 eV
* total charge: +1
* E_LUMO: -4.2107 eV
* F_max: 0.82 eV/A

Here are the Mulliken charges for atoms 1 to 8, given in e: Ru 0.3921; C -1.4473; C 1.0232; O -0.6776; C -1.5201; C 1.4465; C -1.3733; N 0.4568